(1)
Here is a molecular structure, C26H32N4O4P2PbS2Te from the Open Molecules 2025 dataset. Energies are from ωB97M-V with the def2-TZVPD basis set.

Last column: Löwdin charge in e.
Positions of all 72 atoms, in Å:
Pb (-0.10, 0.83, -0.19)  0.885
S (0.98, -0.73, -2.28)  0.436
C (2.13, 0.31, -3.07)  -0.711
C (3.02, -0.26, -3.99)  -0.089
C (4.00, 0.46, -4.64)  -0.218
C (4.88, -0.21, -5.57)  -0.197
N (5.57, -0.75, -6.31)  0.128
C (4.10, 1.84, -4.40)  -0.218
C (3.21, 2.43, -3.52)  -0.090
C (2.22, 1.71, -2.84)  -0.709
S (1.18, 2.62, -1.77)  0.474
C (5.12, 2.63, -5.03)  -0.198
N (5.95, 3.27, -5.52)  0.128
H (2.93, -1.32, -4.19)  0.100
H (3.28, 3.50, -3.35)  0.102
C (3.73, 2.03, 1.07)  -0.264
P (2.52, 0.68, 1.24)  0.775
C (3.48, -0.61, 0.33)  -0.285
C (2.78, 0.08, 2.95)  -0.419
C (1.91, -1.15, 3.24)  -0.440
P (0.10, -0.85, 2.93)  0.824
C (-0.56, -2.42, 3.63)  -0.321
C (-0.25, 0.27, 4.34)  -0.293
H (4.74, 1.67, 1.30)  0.038
H (3.45, 2.85, 1.73)  0.030
H (3.69, 2.39, 0.04)  0.020
H (4.38, -0.89, 0.88)  0.039
H (3.75, -0.22, -0.65)  0.033
H (2.86, -1.49, 0.16)  -0.021
H (2.52, 0.91, 3.62)  0.057
H (3.84, -0.14, 3.08)  0.073
H (2.05, -1.49, 4.27)  0.070
H (2.20, -1.97, 2.58)  0.046
H (-0.13, -2.62, 4.62)  0.028
H (-0.33, -3.24, 2.95)  0.005
H (-1.64, -2.34, 3.72)  0.029
H (0.05, -0.17, 5.30)  0.034
H (-1.33, 0.48, 4.36)  0.036
H (0.26, 1.22, 4.18)  0.010
C (2.26, -3.83, -1.57)  -0.083
C (1.56, -3.46, -0.35)  -0.325
N (0.91, -3.15, 0.55)  0.173
H (1.52, -4.07, -2.33)  0.081
H (2.91, -4.68, -1.40)  0.077
H (2.83, -2.97, -1.92)  0.051
C (-3.14, -3.38, 0.70)  -0.413
Te (-2.19, -2.60, -1.04)  1.273
C (-1.72, -4.73, -1.25)  -0.444
C (-2.88, -5.46, -0.63)  -0.301
C (-3.29, -6.73, -1.01)  -0.063
C (-4.41, -7.32, -0.42)  -0.121
C (-5.12, -6.63, 0.55)  -0.118
C (-4.72, -5.36, 0.93)  -0.050
C (-3.61, -4.76, 0.35)  -0.287
H (-3.96, -2.71, 0.99)  0.042
H (-2.40, -3.41, 1.50)  0.040
H (-0.81, -4.93, -0.68)  0.028
H (-1.55, -5.04, -2.28)  0.041
H (-2.74, -7.26, -1.77)  0.101
H (-4.72, -8.31, -0.73)  0.085
H (-6.00, -7.08, 1.00)  0.086
H (-5.28, -4.81, 1.68)  0.108
O (-4.92, -0.75, -0.27)  -0.197
N (-4.13, 0.19, -0.20)  -0.298
O (-2.90, -0.14, -0.20)  -0.492
C (0.03, 4.62, 2.94)  -0.025
C (0.39, 3.30, 2.25)  -0.735
O (-0.30, 2.98, 1.25)  -0.210
O (1.34, 2.65, 2.74)  -0.142
H (-0.76, 5.14, 2.40)  0.063
H (0.92, 5.25, 3.00)  0.065
H (-0.30, 4.42, 3.96)  0.065

Results
* HOMO energy: -2.5 eV
* total charge: -2

---

(2)
Here is a molecular structure, C26H32N6O2Os from the Open Molecules 2025 dataset. Energies are from ωB97M-V with the def2-TZVPD basis set.

Last column: Löwdin spin population.
Positions of all 67 atoms, in Å:
Os (-0.06, -0.52, -0.22)  2.402
C (2.92, -0.17, -0.01)  0.010
C (3.06, -0.30, -1.51)  0.001
C (2.00, 0.33, -2.38)  0.014
C (2.42, 0.88, -3.58)  0.000
C (1.50, 1.37, -4.49)  0.024
C (0.15, 1.32, -4.17)  0.001
C (-0.21, 0.79, -2.96)  0.015
N (0.68, 0.29, -2.05)  0.018
N (1.84, -1.06, 0.54)  0.019
C (2.17, -2.52, 0.30)  0.011
C (1.18, -3.25, -0.56)  0.020
C (1.41, -4.57, -0.92)  0.005
C (0.48, -5.22, -1.72)  0.010
C (-0.66, -4.54, -2.14)  0.007
C (-0.82, -3.23, -1.75)  0.025
N (0.09, -2.60, -0.98)  0.169
C (1.72, -0.81, 2.02)  0.016
C (0.45, -1.41, 2.52)  0.016
C (0.30, -2.02, 3.74)  0.001
C (-0.95, -2.51, 4.11)  0.026
C (-2.02, -2.37, 3.24)  0.000
C (-1.81, -1.75, 2.02)  0.016
N (-0.60, -1.27, 1.66)  0.015
H (2.67, 0.85, 0.27)  0.003
H (3.86, -0.44, 0.48)  0.001
H (3.16, -1.35, -1.81)  0.001
H (4.01, 0.16, -1.78)  0.000
H (3.47, 0.89, -3.81)  0.000
H (1.84, 1.79, -5.44)  0.001
H (-0.61, 1.67, -4.85)  0.000
H (-1.26, 0.74, -2.71)  0.000
H (2.25, -3.01, 1.27)  0.000
H (3.16, -2.57, -0.15)  0.001
H (2.30, -5.08, -0.58)  0.001
H (0.64, -6.25, -2.01)  0.000
H (-1.40, -5.01, -2.77)  0.001
H (-1.69, -2.66, -2.07)  0.004
H (1.70, 0.28, 2.17)  0.003
H (2.60, -1.20, 2.54)  0.001
H (1.15, -2.12, 4.40)  0.000
H (-1.08, -2.99, 5.07)  0.001
H (-3.00, -2.74, 3.49)  0.000
H (-2.62, -1.65, 1.31)  0.000
C (-0.06, 4.66, -1.00)  0.067
N (-0.32, 4.84, 0.41)  0.542
C (-0.52, 6.20, 0.89)  0.060
C (-0.20, 6.29, 2.37)  0.008
C (-1.04, 5.27, 3.09)  0.016
N (-0.91, 3.93, 2.47)  0.183
C (-1.30, 2.81, 3.32)  0.020
C (-0.46, 3.67, 1.23)  0.013
O (-0.23, 2.56, 0.77)  0.010
H (0.76, 5.33, -1.29)  0.022
H (-0.95, 4.98, -1.56)  0.033
H (0.18, 3.63, -1.21)  0.001
H (-1.57, 6.45, 0.69)  0.035
H (0.09, 6.86, 0.27)  0.010
H (-0.42, 7.29, 2.73)  0.000
H (0.86, 6.11, 2.53)  -0.001
H (-2.10, 5.53, 3.09)  0.008
H (-0.73, 5.16, 4.13)  0.004
H (-0.51, 2.61, 4.04)  0.011
H (-1.49, 1.93, 2.71)  0.001
H (-2.20, 3.09, 3.86)  0.005
O (-3.05, 0.47, -0.73)  0.040
C (-1.99, 0.14, -0.60)  0.054

Results
* spin multiplicity: 5
* HOMO energy (spin up / spin down): -20.6 / -20.6 eV
* total charge: +4

---

(3)
Here is a molecular structure, C26H32NO5PtS at a distorted geometry from the Open Molecules 2025 dataset. Energies are from ωB97M-V with the def2-TZVPD basis set.

Last column: Löwdin spin population.
Positions of all 66 atoms, in Å:
O (1.13, -2.13, -0.34)  0.078
C (0.81, -3.29, 0.57)  0.006
C (0.84, -4.32, -0.53)  0.005
H (-0.18, -3.13, 1.01)  0.000
H (1.61, -3.40, 1.32)  0.000
C (1.43, -3.16, -1.37)  0.008
H (-0.17, -4.62, -0.86)  0.000
H (1.52, -5.17, -0.38)  0.001
C (0.74, -2.86, -2.67)  0.000
H (-0.30, -2.58, -2.48)  0.000
H (0.76, -3.75, -3.32)  0.000
H (1.26, -2.03, -3.16)  0.000
C (2.92, -3.38, -1.53)  0.000
H (3.35, -3.69, -0.57)  0.000
H (3.42, -2.47, -1.86)  0.000
H (3.12, -4.18, -2.26)  0.000
Pt (1.17, 0.30, 0.01)  1.098
C (3.63, 1.75, 1.66)  0.271
C (2.48, 1.63, 2.48)  0.328
C (1.85, 0.38, 2.22)  0.181
H (2.21, 2.33, 3.27)  0.009
C (2.74, -0.36, 1.30)  0.180
C (3.77, 0.60, 0.86)  0.295
H (4.56, 0.39, 0.15)  0.007
H (4.34, 2.57, 1.71)  0.006
H (1.10, -0.09, 2.87)  0.001
H (2.85, -1.44, 1.30)  0.008
C (1.77, 2.64, -1.78)  0.228
C (2.75, 1.63, -1.84)  0.305
C (2.11, 0.36, -2.06)  0.158
H (3.82, 1.79, -1.83)  0.008
C (0.65, 0.63, -2.12)  0.188
C (0.48, 2.06, -1.93)  0.340
H (-0.46, 2.57, -2.03)  0.010
H (1.95, 3.70, -1.72)  0.003
H (2.57, -0.56, -2.39)  0.007
H (-0.08, -0.07, -2.52)  0.005
O (-3.99, -2.76, -1.29)  0.000
C (-2.99, -1.75, -1.38)  0.000
C (-2.28, -1.61, -0.01)  -0.001
H (-3.46, -0.78, -1.65)  0.000
H (-2.26, -1.98, -2.17)  0.000
C (-3.07, -2.45, 1.00)  0.000
H (-2.37, -0.57, 0.28)  0.000
H (-1.20, -1.86, -0.07)  -0.001
C (-4.12, -3.14, 0.11)  0.000
H (-3.56, -1.78, 1.74)  0.000
H (-2.38, -3.15, 1.50)  0.000
H (-5.12, -2.83, 0.47)  0.000
H (-4.09, -4.23, 0.16)  0.000
O (1.45, 3.61, 0.80)  0.059
C (0.33, 3.15, 0.93)  0.006
N (-0.06, 1.82, 0.65)  0.179
S (-1.68, 1.53, 0.86)  0.009
O (-2.36, 1.34, -0.41)  0.003
O (-1.92, 0.61, 1.95)  0.001
C (-2.04, 3.15, 1.37)  0.003
C (-3.30, 3.69, 1.64)  0.001
C (-3.35, 5.05, 1.92)  -0.002
C (-2.18, 5.84, 1.92)  0.001
C (-0.94, 5.27, 1.65)  -0.002
C (-0.87, 3.91, 1.39)  0.005
H (-4.18, 3.04, 1.61)  0.000
H (-4.31, 5.53, 2.13)  0.000
H (-2.24, 6.90, 2.14)  0.000
H (0.00, 5.82, 1.59)  0.000

Results
* spin multiplicity: 5
* HOMO energy (spin up / spin down): -11.0 / -11.2 eV
* total charge: +1

---

(4)
Here is a molecular structure, C26H32NO5SYb at a distorted geometry from the Open Molecules 2025 dataset. Energies are from ωB97M-V with the def2-TZVPD basis set.

Last column: Löwdin spin population.
Positions of all 66 atoms, in Å:
O (-3.14, 2.73, -4.54)  0.000
C (-2.40, 2.79, -5.80)  0.000
C (-3.36, 3.78, -6.46)  0.000
H (-2.38, 1.81, -6.30)  0.000
H (-1.39, 3.18, -5.64)  0.000
C (-4.10, 3.67, -5.10)  0.000
H (-3.90, 3.39, -7.31)  0.000
H (-2.91, 4.76, -6.64)  0.000
C (-5.49, 3.06, -5.23)  0.000
H (-5.47, 2.14, -5.82)  0.000
H (-6.17, 3.77, -5.71)  0.000
H (-5.90, 2.84, -4.23)  0.000
C (-4.14, 4.96, -4.30)  0.000
H (-3.14, 5.41, -4.23)  0.000
H (-4.52, 4.76, -3.29)  0.000
H (-4.81, 5.68, -4.78)  0.000
Yb (0.85, -0.67, 1.59)  1.000
C (1.92, 1.05, 3.46)  0.001
C (2.91, 0.37, 2.68)  -0.002
C (2.84, 0.85, 1.34)  -0.001
H (3.59, -0.39, 3.03)  0.000
C (1.84, 1.87, 1.30)  0.002
C (1.27, 1.99, 2.61)  0.000
H (0.49, 2.68, 2.91)  0.000
H (1.72, 0.86, 4.50)  0.000
H (3.41, 0.45, 0.51)  0.000
H (1.59, 2.49, 0.45)  0.000
C (-0.37, -1.51, 3.76)  -0.002
C (-0.96, -0.22, 3.71)  -0.001
C (-1.72, -0.13, 2.51)  -0.001
H (-0.81, 0.56, 4.44)  0.000
C (-1.61, -1.37, 1.82)  0.003
C (-0.78, -2.24, 2.60)  -0.001
H (-0.48, -3.24, 2.32)  0.000
H (0.29, -1.83, 4.56)  0.000
H (-2.29, 0.74, 2.20)  0.000
H (-2.07, -1.62, 0.87)  0.000
O (-0.11, 0.24, -0.26)  0.001
C (-1.10, 1.32, -0.47)  0.000
C (-0.83, 1.82, -1.88)  0.000
H (-0.95, 2.08, 0.32)  0.000
H (-2.10, 0.89, -0.36)  0.000
C (-0.27, 0.58, -2.60)  0.000
H (-0.05, 2.59, -1.84)  0.000
H (-1.71, 2.24, -2.37)  0.000
C (0.57, -0.10, -1.52)  0.000
H (0.30, 0.81, -3.50)  0.000
H (-1.10, -0.07, -2.86)  0.000
H (1.59, 0.31, -1.49)  0.000
H (0.63, -1.20, -1.60)  0.000
O (2.44, -1.79, 4.69)  0.000
C (2.59, -2.59, 3.74)  0.000
N (2.11, -2.41, 2.47)  -0.001
S (2.52, -3.56, 1.37)  0.000
O (1.32, -4.21, 0.91)  0.000
O (3.38, -2.96, 0.38)  0.000
C (3.38, -4.52, 2.59)  0.000
C (4.07, -5.75, 2.49)  0.000
C (4.69, -6.24, 3.65)  0.000
C (4.64, -5.55, 4.88)  0.000
C (3.95, -4.35, 4.95)  0.000
C (3.33, -3.86, 3.80)  0.000
H (4.10, -6.28, 1.54)  0.000
H (5.22, -7.17, 3.62)  0.000
H (5.13, -5.94, 5.76)  0.000
H (3.87, -3.73, 5.84)  0.000

Results
* spin multiplicity: 2
* HOMO energy (spin up / spin down): -7.6 / -7.6 eV

---

Sequential total energy output: -3469.9724; -1578.1786; -1957.8606; -2997.7584 a.u.
Sequential relative energy (zero: lowest compared OMol25 entry of this formula, charge and spin) output: 0.000; 0.000; 0.090; 0.000 eV